[1]
C5H5P5 in the gas phase, computed with the ωB97M-V functional and the def2-TZVPD basis.

Element x y z (Å)
1 C -1.81412 -0.74922 0.61461
2 C -1.03729 -0.49886 1.81518
3 C -1.33762 -0.60813 -0.62590
4 C 0.07007 0.24811 1.83573
5 C 0.04221 -0.16872 -0.88741
6 P 0.10193 1.11464 -2.72982
7 P 2.01648 1.79262 -2.84642
8 P 3.42631 0.79490 -1.52477
9 P 2.72795 0.46839 0.38019
10 P 0.65150 1.07873 0.32872
11 H -2.81777 -1.12422 0.76214
12 H -1.40793 -0.94416 2.73021
13 H -1.95197 -0.88263 -1.47547
14 H 0.59846 0.46178 2.75400
15 H 0.73179 -0.98324 -1.13099

The total energy comes out at -1900.19297 Ha. The energy relative to the best compared isomer or geometry (same formula, charge and spin) is 66.5 kJ/mol. The charge is 0. The value obtained for the gap between HOMO and LUMO is 6.236 eV. As for the HOMO energy: -8.01 eV. The LUMO energy is -0.0654 Ha.


[2]
A molecular structure, C44H44IN3O6PS2Sn, computed with the ωB97M-V functional and the def2-TZVPD basis.

Element x y z (Å)
1 Sn -0.31163 0.10882 -0.25623
2 O -1.38670 1.86688 3.31878
3 S -0.07735 1.34759 3.11989
4 O -0.22482 -0.25498 3.00828
5 O 0.68287 1.78726 1.98075
6 C 0.97868 1.54354 4.49479
7 C 0.55832 2.30825 5.56424
8 C 1.46504 2.56016 6.58837
9 C 2.74825 2.04739 6.51511
10 C 3.15372 1.26557 5.43232
11 C 2.27714 0.99520 4.39989
12 P 2.62132 -0.16422 3.01792
13 C 3.98955 0.71662 2.13113
14 C 4.09545 2.10881 2.17911
15 C 5.04356 2.77357 1.41230
16 C 5.88892 2.05846 0.57351
17 C 5.77419 0.67637 0.49265
18 C 4.82404 0.01325 1.25680
19 C 3.23792 -1.82118 3.27260
20 C 4.53997 -2.26063 3.54185
21 C 4.82058 -3.61010 3.57178
22 C 3.80998 -4.54853 3.31913
23 C 2.51405 -4.14791 3.07493
24 C 2.22601 -2.78451 3.07607
25 H -0.44765 2.70563 5.58597
26 H 1.16853 3.16740 7.43265
27 H 3.44712 2.24545 7.31751
28 H 4.16203 0.86917 5.39740
29 H 3.43088 2.68056 2.81617
30 H 5.12778 3.85115 1.47453
31 H 6.63417 2.57691 -0.01667
32 H 6.42750 0.11592 -0.16476
33 H 4.73984 -1.06445 1.18285
34 H 5.32738 -1.53701 3.71560
35 H 5.82482 -3.94874 3.78856
36 H 4.04665 -5.60471 3.32709
37 H 1.72601 -4.87430 2.91612
38 H 0.17077 -2.73468 2.52308
39 C 0.91468 3.24807 -0.91832
40 N 0.58640 2.12010 -1.80606
41 C -0.38592 2.56202 -2.81426
42 C 1.82329 1.63191 -2.45117
43 C 2.54261 0.54740 -1.66033
44 N 1.73830 -0.67789 -1.58472
45 C 2.35068 -1.67205 -0.69497
46 C 1.56113 -1.27519 -2.91857
47 H 1.23305 4.11267 -1.51106
48 H 1.71321 2.97120 -0.23100
49 H 0.04759 3.52163 -0.32075
50 H 0.03447 3.34454 -3.45643
51 H -1.25810 2.97091 -2.30387
52 H -0.70091 1.71664 -3.42314
53 H 2.50952 2.47141 -2.60534
54 H 1.55852 1.25196 -3.43599
55 H 2.74978 0.88849 -0.63896
56 H 3.50930 0.34767 -2.13978
57 H 3.33073 -1.99707 -1.06362
58 H 1.69384 -2.53723 -0.61721
59 H 2.47939 -1.24342 0.30262
60 H 2.52456 -1.35887 -3.43713
61 H 0.87054 -0.69915 -3.52863
62 H 1.14213 -2.27457 -2.80985
63 O -2.47202 0.80916 0.22155
64 S -3.94277 1.14391 0.01137
65 C -4.41080 0.72704 -1.64088
66 C -3.99218 1.44579 -2.75537
67 C -4.40220 1.03470 -4.01048
68 C -5.22498 -0.08249 -4.14579
69 C -5.63145 -0.79790 -3.03044
70 C -5.22154 -0.39321 -1.76564
71 C -3.98147 2.91858 -0.05343
72 C -2.88594 3.60368 0.44096
73 C -2.91558 4.99430 0.44841
74 C -4.03157 5.67076 -0.01753
75 C -5.13399 4.96381 -0.49154
76 C -5.11716 3.57962 -0.50987
77 H -3.36760 2.32067 -2.64097
78 H -4.09249 1.59026 -4.88650
79 H -5.55118 -0.39255 -5.13037
80 H -6.27307 -1.66195 -3.13911
81 H -5.52681 -0.94493 -0.88438
82 H -2.04054 3.05486 0.83547
83 H -2.06457 5.54584 0.82739
84 H -4.05148 6.75274 -0.00472
85 H -6.00729 5.49396 -0.84764
86 H -5.96942 3.02492 -0.88452
87 N 0.96321 -2.23539 2.89710
88 C 0.97173 -0.92571 3.25270
89 I -3.06216 -5.64835 -6.56255
90 C -2.51680 -4.35351 -5.03296
91 C -2.71028 -2.98682 -5.19286
92 C -2.32523 -2.12580 -4.17739
93 C -1.76728 -2.62753 -3.00822
94 C -1.58425 -3.99541 -2.85434
95 C -1.95273 -4.86522 -3.87038
96 C -1.33715 -1.68550 -1.93786
97 O -0.98434 -2.10200 -0.80787
98 O -1.31159 -0.43461 -2.19186
99 H -3.15315 -2.60121 -6.10086
100 H -2.45613 -1.05627 -4.28196
101 H -1.15160 -4.37161 -1.93597
102 H -1.80509 -5.93005 -3.75801

The total energy comes out at -3968.30271 Ha. The energy relative to the best compared isomer or geometry (same formula, charge and spin) is 0.0 kJ/mol. The charge is +1. The value obtained for the gap between HOMO and LUMO is 6.933 eV. As for the HOMO energy: -8.93 eV. The LUMO energy is -0.0735 Ha.